# 1
This record from the OMol25 dataset describes a molecular structure, C25H23F8IrN6OSe2Si. The level of theory is ωB97M-V/def2-TZVPD.

Structure (XYZ):
```
67
C25H23F8IrN6OSe2Si ωB97M-V/def2-TZVPD
Ir 1.01619 -0.43365 0.27105
Se 3.17480 1.05215 2.27008
Se 3.00047 -0.66413 3.74154
C 1.19365 -0.19971 4.22889
C 0.71602 -0.58339 5.46989
C -0.61032 -0.27596 5.74558
C -1.36011 0.39107 4.79172
C -0.76733 0.72409 3.57823
N 0.49552 0.42074 3.29368
C 4.14421 0.05419 0.92079
C 5.52074 0.03458 0.86400
C 6.10687 -0.72362 -0.14526
C 5.29650 -1.41055 -1.03072
C 3.91788 -1.30948 -0.89814
N 3.35131 -0.57901 0.06125
H 1.34111 -1.08995 6.19206
H -1.04313 -0.55515 6.69652
H -2.39771 0.63729 4.96771
H -1.32924 1.21520 2.79187
H 6.11757 0.58926 1.57383
H 7.18410 -0.77039 -0.23017
H 5.71466 -2.01543 -1.82242
H 3.24206 -1.82375 -1.57044
O 0.96406 1.64194 -0.05450
N 2.10596 2.27136 0.07359
C 2.21464 3.37586 -0.58811
C 3.45525 4.08626 -0.46818
N 4.45969 4.63662 -0.38600
C 1.16473 3.85438 -1.44714
N 0.31386 4.17936 -2.14617
F -1.08910 1.40640 -6.14468
C -0.93574 0.10157 -5.89679
F -2.10568 -0.50415 -6.11299
F -0.04892 -0.38036 -6.78086
C -0.43675 -0.12344 -4.48697
C 0.69274 0.56074 -4.06092
C 1.13904 0.34148 -2.77542
N 0.52153 -0.49669 -1.93432
C -0.55962 -1.15806 -2.35329
C -1.07140 -1.00094 -3.62992
H 1.20253 1.26054 -4.70832
H 2.00909 0.85775 -2.38963
H -1.02701 -1.82319 -1.64003
H -1.95276 -1.54644 -3.93400
F 1.53921 -2.68054 2.13537
C 0.71754 -2.32277 1.08026
F 1.08027 -3.17421 0.04144
C -0.67503 -2.79440 1.52378
F -0.68849 -4.07959 1.86415
F -1.08802 -2.07848 2.58219
F -1.57088 -2.61740 0.53785
C -4.29709 -0.94074 -1.25993
Si -3.92664 0.38036 0.01343
C -4.41577 -0.24702 1.70841
C -4.82621 1.95721 -0.39933
C -2.09966 0.71134 0.03204
H -5.36545 -1.16835 -1.27049
H -3.76339 -1.86880 -1.04365
H -4.02160 -0.60811 -2.26356
H -5.46892 -0.53645 1.72189
H -4.27707 0.52456 2.46965
H -3.82535 -1.12229 1.99120
H -5.90592 1.79579 -0.42196
H -4.52654 2.33883 -1.37771
H -4.62069 2.73529 0.33842
H -1.60818 1.60687 -0.33556
H -1.40805 -0.03644 0.43520
```

Output
- multiplicity = 6
- net charge = +1
- gap between HOMO and LUMO (alpha / beta) (hartree) = 0.2476 / 0.2065
- largest force on an atom (eV/A) = 0.188



# 2
This record from the OMol25 dataset describes 10 unconnected molecules or ions with the total composition C29H69N9O10S. The level of theory is ωB97M-V/def2-TZVPD.

Structure (XYZ):
```
118
C29H69N9O10S ωB97M-V/def2-TZVPD
C -6.29326 -2.11744 -3.09043
C -5.23083 -2.43295 -2.10255
O -4.75252 -3.55504 -2.01345
N -4.72063 -1.37523 -1.38919
C -3.62889 -1.54337 -0.46860
H -5.80031 -1.91283 -4.05086
H -6.83608 -1.19206 -2.85134
H -7.02185 -2.92248 -3.18230
H -4.98832 -0.42529 -1.58794
H -3.55814 -0.68692 0.18816
H -2.72050 -1.69050 -1.03143
H -3.71389 -2.49167 0.02736
C 5.17219 -1.57401 -4.87715
C 4.01547 -2.26263 -4.14195
O 3.64384 -1.89651 -3.03809
N 3.41121 -3.29198 -4.81598
C 2.29704 -4.01405 -4.23074
H 6.11665 -1.91938 -4.42988
H 5.08911 -0.49976 -4.71984
H 5.28861 -1.80792 -5.92858
H 3.69928 -3.53038 -5.75868
H 1.63297 -3.37148 -3.64601
H 2.69544 -4.79872 -3.61330
H 1.84021 -4.45663 -5.10088
C -1.71309 3.76004 -0.89917
C -2.93363 3.46181 -0.04780
O -3.80998 4.29790 0.04070
N -2.91041 2.28512 0.62456
C -3.91624 1.86673 1.55177
H -1.24147 2.84508 -1.25982
H -0.95762 4.33739 -0.38446
H -2.11154 4.32316 -1.72769
H -2.13487 1.61389 0.53619
H -3.65723 2.43701 2.46048
H -3.70314 0.84425 1.82867
H -4.94744 2.00642 1.24675
C 2.57173 3.83012 -0.89765
C 2.94894 3.62682 0.57036
O 2.13325 3.56691 1.45700
N 4.27178 3.38749 0.81403
C 4.77986 3.12450 2.15345
H 2.63100 2.89508 -1.43027
H 3.25415 4.55738 -1.36656
H 1.51381 4.16707 -0.87320
H 4.89453 3.45846 0.00495
H 5.81350 2.79572 2.10988
H 4.19773 2.34696 2.59286
H 4.65928 4.03593 2.79614
C -1.89753 5.73670 6.63858
C -1.88467 5.76500 5.12210
O -2.11077 6.82068 4.54773
N -1.38734 4.61841 4.51569
C -1.07028 4.54711 3.18017
H -1.61213 4.78750 7.13767
H -2.92274 5.88549 6.97157
H -1.33318 6.56053 7.07344
H -1.00774 3.97260 5.21591
H -0.76391 3.49433 3.03847
H -0.19175 5.12243 2.83794
H -1.89570 4.84506 2.51769
C 4.93625 -0.57195 1.51346
C 3.59963 -1.27190 1.90720
O 3.00594 -0.90163 2.89997
N 3.17286 -2.25633 1.14249
C 3.85449 -2.91436 0.07239
H 5.14332 0.18323 2.25959
H 4.89707 -0.14657 0.48900
H 5.74454 -1.27611 1.46059
H 2.29124 -2.62671 1.47269
H 3.79405 -2.33496 -0.84534
H 3.35760 -3.86680 -0.01370
H 4.92516 -3.01797 0.34018
C -1.07295 -4.88452 -0.00321
C -0.30003 -3.98198 0.91053
O 0.92779 -4.06932 1.09724
N -1.05991 -3.08170 1.58355
C -0.63356 -2.10044 2.61440
H -1.03714 -5.92836 0.33744
H -0.57389 -4.81938 -0.97131
H -2.08123 -4.53095 -0.05463
H -1.98467 -3.01667 1.22351
H -0.58550 -2.54665 3.59658
H -1.29795 -1.21482 2.67241
H 0.36241 -1.68905 2.40739
C 0.06113 -1.45913 -1.70279
C -0.17581 -0.31884 -0.75926
O -1.20831 0.34560 -0.80694
N 0.81953 -0.06984 0.11316
C 0.73671 0.91756 1.18833
H -0.76116 -2.16979 -1.53902
H 0.99947 -1.94003 -1.49260
H 0.00700 -1.12569 -2.72643
H 1.67463 -0.56100 0.03500
H 1.69083 0.81954 1.70194
H -0.08646 0.77970 1.90630
H 0.64225 1.86925 0.68270
C -0.82884 -1.52693 -7.15994
C -1.24018 -2.05427 -5.78158
O -0.43185 -2.28108 -4.87409
N -2.54373 -2.43531 -5.62874
C -3.00727 -2.92670 -4.37771
H -0.02739 -2.10473 -7.57778
H -0.39262 -0.56010 -6.87212
H -1.72151 -1.46956 -7.78631
H -3.09063 -2.59436 -6.46728
H -2.82834 -2.23186 -3.57604
H -2.53145 -3.83625 -4.02219
H -4.04018 -3.06905 -4.57277
C 1.44850 1.30334 4.58660
S 0.29287 1.12274 5.91031
O -0.06705 2.50750 6.25359
C -1.05141 0.48293 4.97395
H 2.35574 1.77084 4.98345
H 1.10279 2.01797 3.85097
H 1.78854 0.39523 4.14901
H -1.93519 0.46129 5.61933
H -0.90762 -0.56016 4.69587
H -1.32043 1.10926 4.11617
```

Output
- gap between HOMO and LUMO (hartree) = 0.3199
- largest force on an atom (eV/A) = 4.581



# 3
This record from the OMol25 dataset describes 2 unconnected molecules or ions with the total composition C5H15N3. The level of theory is ωB97M-V/def2-TZVPD.

Structure (XYZ):
```
23
C5H15N3 ωB97M-V/def2-TZVPD
C -0.64079 -0.95681 0.36197
C 0.30477 1.87876 0.57834
C -0.62904 -0.81800 1.84814
C -1.97683 -0.81340 -0.30917
N 0.13907 0.85602 -0.45214
H -0.39564 1.26799 -1.21983
H -0.06185 -1.79518 0.00985
H -0.66801 2.21858 0.94023
H 0.86387 1.44788 1.40836
H 0.84751 2.75402 0.20594
H -1.88234 -0.80303 -1.39439
H -1.02207 0.14196 2.18557
H 0.36587 -0.96736 2.26000
H -1.28717 -1.59229 2.26729
H -2.59082 -1.68582 -0.04650
H -2.50579 0.08720 0.00617
N 1.30839 -0.31953 -2.27420
C 1.56177 0.22956 -0.96952
N 1.98084 -0.75350 -0.09617
H 1.12908 -1.31267 -2.21354
H 0.55655 0.14156 -2.77235
H 2.39569 -0.32962 0.73084
H 2.20695 1.12368 -1.05490
```

Output
- gap between HOMO and LUMO (hartree) = 0.2651
- largest force on an atom (eV/A) = 1.617



# 4
This record from the OMol25 dataset describes a molecular structure, C10H24BBrCaCl4FN2NaO10S2. The level of theory is ωB97M-V/def2-TZVPD.

Structure (XYZ):
```
57
C10H24BBrCaCl4FN2NaO10S2 ωB97M-V/def2-TZVPD
C -0.18184 3.48671 3.90593
C -1.20625 2.77089 4.02341
C -2.19739 1.56500 3.92884
S -1.29231 0.11186 3.25546
S -2.51202 -1.58035 3.63802
O 0.08494 -0.14366 4.17534
B 1.21045 0.50155 3.63142
O 2.28226 0.85696 4.58020
O 1.38904 0.89459 2.25179
H 0.81275 3.89098 3.60702
H -3.01383 1.87679 3.19431
H -2.66009 1.33278 4.94877
H -1.56352 -2.65301 3.57731
H 3.02012 0.23617 4.32352
H 2.00975 1.66648 2.19636
C -1.14749 -2.22726 -1.28600
C -0.15025 -1.23035 -0.70326
C 0.79655 -0.62838 -1.75305
O 1.84990 -1.49697 -2.15095
C 1.49158 -2.44006 -3.15775
N 0.61750 -1.86952 0.38916
H -0.68731 -3.18658 -1.53096
H -1.94226 -2.43202 -0.57190
H -1.61421 -1.83264 -2.19034
H -0.73357 -0.40793 -0.27483
H 1.28858 0.24070 -1.30128
H 0.24758 -0.25530 -2.62451
H 0.77233 -2.02935 -3.86898
H 1.09866 -3.35031 -2.70259
H 2.39887 -2.71056 -3.69976
H 1.21180 -1.15948 0.81688
H 1.27924 -2.51101 -0.05397
F -1.59794 1.81626 6.06091
C 3.60693 1.39889 -3.69854
N 3.16644 2.70835 -3.14901
O 2.41308 3.37185 -3.82590
O 3.60073 3.01419 -2.05289
H 3.14822 1.25310 -4.67536
H 4.68985 1.43061 -3.78361
H 3.28611 0.62313 -3.00144
Na 3.78871 1.20729 3.00285
Br -1.07815 -2.66853 1.83429
Ca 6.13325 0.21314 -4.12629
O 0.15491 5.61365 6.42690
Cl -1.27049 5.76116 6.67022
O -1.47249 6.51092 7.89141
O -1.87474 4.45815 6.79380
O -1.87376 6.47191 5.55891
Cl -3.46812 -3.95504 -3.17728
C -3.85308 -3.13444 -4.73302
C -2.62819 -2.65541 -5.48817
Cl -1.81141 -1.31143 -4.64483
H -4.51860 -2.30074 -4.50533
H -4.40263 -3.85733 -5.33452
H -2.92312 -2.28444 -6.47094
H -1.90545 -3.44964 -5.62993
Cl -2.26965 -5.52232 -4.51585
```

Output
- gap between HOMO and LUMO (hartree) = 0.0618
- largest force on an atom (eV/A) = 3.331



# 5
This record from the OMol25 dataset describes 2 unconnected molecules or ions with the total composition H4S2Si. The level of theory is ωB97M-V/def2-TZVPD.

Structure (XYZ):
```
7
H4S2Si ωB97M-V/def2-TZVPD
Si 0.27691 -0.19341 -0.23614
S 0.61707 -2.06444 0.71952
S 1.16793 1.54267 0.71480
H 0.17781 0.07101 -1.65948
H -1.83060 0.00964 -0.26115
H 0.41390 -1.66166 1.92031
H 0.29776 2.44533 -0.06594
```

Output
- gap between HOMO and LUMO (hartree) = 0.3343
- largest force on an atom (eV/A) = 4.479



Q: Among the records above, which one has the highest largest force on an atom?
A: C29H69N9O10S